1.
The following is a DFT calculation (wB97M-V/def2-TZVPD) of a molecular structure, C5H7IO at a distorted geometry.

As for the energy above the lowest of the compared OMol25 structures with the same formula, charge and spin: 126.8 kJ/mol.

Element x y z (Å)
C 1.9261 1.1523 0.3025
C 1.4221 -0.0247 0.0171
C -1.1956 -1.0603 0.2812
C -1.3978 0.4147 0.5511
C -0.4374 -0.0297 -0.4758
O -0.5692 0.2212 -1.8059
I 2.3674 -1.8796 0.1389
H 2.9413 1.3170 0.6259
H 1.3076 2.0295 0.2056
H -0.6693 -1.6411 1.0233
H -1.9726 -1.6139 -0.2259
H -2.3092 0.8707 0.1946
H -1.0325 0.8252 1.4776
H -0.3811 -0.5814 -2.3103

2.
The following is a DFT calculation (wB97M-V/def2-TZVPD) of C5H7IO2 in the gas phase at a distorted geometry.

As for the energy above the lowest of the compared OMol25 structures with the same formula, charge and spin: 42.6 kJ/mol.

Element x y z (Å)
C 0.5421 1.3923 0.1900
C -0.1675 -0.7240 -1.2683
C -1.1579 0.4006 -1.0927
C 0.8618 -0.0935 0.3979
C 0.1694 -0.5992 1.6658
O 1.1653 2.2818 0.6605
O -0.5129 1.6370 -0.6389
I 2.8559 -0.5915 0.1327
H -0.4751 -1.7078 -1.1275
H 0.3970 -0.6677 -2.2437
H -1.6308 0.7665 -1.9318
H -1.9611 0.0465 -0.4829
H -0.4460 0.2687 2.0011
H 0.9756 -1.0486 2.3060
H -0.6159 -1.3611 1.4317

3.
The following is a DFT calculation (wB97M-V/def2-TZVPD) of a molecular structure, C5H7KLiO5 at a distorted geometry.

As for the energy above the lowest of the compared OMol25 structures with the same formula, charge and spin: 0.0 kJ/mol. As for the total charge: +1.

Element x y z (Å)
O 1.7335 0.1616 -0.4250
C 2.7206 0.4823 -1.2422
C 2.6087 0.9340 -2.5098
O -3.1145 -0.6022 0.3318
K 1.2472 -2.0510 -0.0928
H 3.7293 0.3218 -0.8287
H 3.5059 1.1706 -3.0823
H 1.6461 1.1802 -2.9685
H -1.9839 4.0549 0.9644
C -1.4014 3.1165 0.9167
C -2.2204 1.8709 0.8218
Li 0.7513 1.4764 0.4260
O -0.1955 3.1300 0.7952
H -2.9089 1.9659 -0.0317
H -2.8257 1.7662 1.7352
O -1.3524 0.7519 0.6875
C -1.9458 -0.4318 0.5273
O -1.0022 -1.3803 0.5280
H -1.4357 -2.2462 0.5688

4.
The following is a DFT calculation (wB97M-V/def2-TZVPD) of a molecular structure, C5H7LaO3 at a distorted geometry.

As for the energy above the lowest of the compared OMol25 structures with the same formula, charge and spin: 37.8 kJ/mol. Its expectation value of S² is 0.75. As for the total charge: +1. Its multiplicity is 2.

Element x y z (Å)
O -0.9080 -0.4251 0.0397
C -2.0483 -0.5084 -0.3685
O -3.1303 -0.7850 0.2354
La -4.8636 -1.2452 -1.3409
O -2.3256 -0.3778 -1.7295
C -1.3165 0.1216 -2.6145
H -1.7620 0.1106 -3.6141
H -1.0471 1.1489 -2.3387
H -0.4359 -0.5317 -2.5974
C 2.0407 0.7058 3.2049
C 2.6302 0.3893 2.0796
C 3.0961 0.0619 0.8974
H 2.3314 0.2360 4.1475
H 1.1076 1.2906 3.1899
H 3.9101 0.6281 0.4380
H 2.7213 -0.8196 0.3710

5.
The following is a DFT calculation (wB97M-V/def2-TZVPD) of C5H7N in the gas phase at a distorted geometry.

As for the energy above the lowest of the compared OMol25 structures with the same formula, charge and spin: 216.3 kJ/mol. Its SMILES is C1=C[C@@H]2N[C@@H]2C1.

Element x y z (Å)
C -1.1310 -0.3528 0.5091
C -0.9210 -0.3764 -0.9969
C 0.1255 0.3466 1.0091
C 0.9777 0.6896 -0.1901
N 1.2426 -0.4333 0.6409
C 0.1996 0.2344 -1.3851
H -2.0660 0.1333 0.8029
H -1.1360 -1.3718 0.9204
H -1.5938 -0.9115 -1.6593
H 0.0989 1.0177 1.8718
H 1.6019 1.5858 -0.2068
H 2.0153 -0.8503 1.0811
H 0.5863 0.2887 -2.3971

6.
The following is a DFT calculation (wB97M-V/def2-TZVPD) of a molecular structure, C5H7N at a distorted geometry.

As for the energy above the lowest of the compared OMol25 structures with the same formula, charge and spin: 520.2 kJ/mol.

Element x y z (Å)
C -1.1703 -1.0117 0.5318
C -0.9886 0.2272 -0.2464
N -0.3050 1.8935 0.1238
C 0.3155 0.8228 -0.5835
C 1.4741 0.1355 -0.0267
C 2.4147 -0.4581 0.4337
H -0.3403 -1.4958 1.0515
H -2.1488 -1.1820 1.0385
H -0.9748 -1.2613 -0.6473
H -1.8767 0.4630 -0.8144
H -0.0610 1.8375 1.1100
H 0.4267 1.0345 -1.6398
H 3.2635 -0.9665 0.8323

7.
The following is a DFT calculation (wB97M-V/def2-TZVPD) of 2 unconnected molecules or ions with the total composition C5H7N at a distorted geometry.

As for the energy above the lowest of the compared OMol25 structures with the same formula, charge and spin: 216.6 kJ/mol. Its SMILES is C=CC#N.C=C.

Element x y z (Å)
N -2.0125 1.6342 1.5947
C -1.3932 1.4469 0.6336
C -0.6734 1.3341 -0.6019
C 0.6492 1.2163 -0.6724
C 1.0420 -1.4976 0.3849
C -0.2720 -1.6488 0.2884
H -1.2884 1.3672 -1.4928
H 1.1504 1.2032 -1.6338
H 1.2694 1.0971 0.2085
H 1.7226 -1.8179 -0.4006
H 1.4878 -0.9769 1.2299
H -0.9469 -1.2352 1.0352
H -0.7351 -2.1225 -0.5738

8.
The following is a DFT calculation (wB97M-V/def2-TZVPD) of C5H7N in the gas phase at a distorted geometry.

As for the energy above the lowest of the compared OMol25 structures with the same formula, charge and spin: 221.7 kJ/mol. Its SMILES is C[C@H]1C[C@H]1C#N.

Element x y z (Å)
C -0.3428 -1.4501 -0.6438
C -0.5281 0.0999 -0.5556
C -0.8176 0.8656 0.7436
C 0.5525 1.2250 0.3396
C 1.7146 0.4791 0.6661
N 2.6337 -0.2249 0.7236
H 0.6790 -1.7480 -0.9258
H -0.9999 -1.8124 -1.4583
H -0.6258 -2.0523 0.2322
H -0.5972 0.4312 -1.5920
H -0.9063 0.1860 1.5809
H -1.4743 1.7384 0.8394
H 0.7523 2.2987 0.1422

9.
The following is a DFT calculation (wB97M-V/def2-TZVPD) of C5H7N in the gas phase at a distorted geometry.

As for the energy above the lowest of the compared OMol25 structures with the same formula, charge and spin: 90.9 kJ/mol. Its SMILES is N#CC1CCC1.

Element x y z (Å)
N 3.0284 -0.2401 0.8518
C 2.0215 -0.2561 0.2806
C 0.7282 -0.2530 -0.3989
C -0.4416 -0.9858 0.3152
C -1.3362 0.2525 0.0808
C -0.0889 1.0671 -0.3310
H 0.8670 -0.6005 -1.4269
H -0.7602 -1.9229 -0.1482
H -0.2289 -1.1695 1.3712
H -2.0480 0.1160 -0.7380
H -1.8794 0.6209 0.9545
H 0.2699 1.7314 0.4591
H -0.1469 1.6303 -1.2658

10.
The following is a DFT calculation (wB97M-V/def2-TZVPD) of C5H7N in the gas phase at a distorted geometry.

As for the energy above the lowest of the compared OMol25 structures with the same formula, charge and spin: 325.5 kJ/mol. Its SMILES is C=C=NC(=C)C.

Element x y z (Å)
C 0.5032 -1.1863 -0.0476
C 1.8424 1.0309 -0.0712
C 0.6933 0.1503 0.2885
C -1.3722 -0.0562 0.3211
C -2.5884 -0.2509 -0.1259
N -0.4418 0.6915 0.8025
H 0.0703 -1.8470 0.6912
H 1.1341 -1.6944 -0.7690
H 2.0333 1.7196 0.7537
H 1.6017 1.6390 -0.9473
H 2.7384 0.4517 -0.2866
H -3.0064 -1.2413 -0.2080
H -3.2081 0.5931 -0.4015

11.
The following is a DFT calculation (wB97M-V/def2-TZVPD) of C5H7N in the gas phase at a distorted geometry.

As for the energy above the lowest of the compared OMol25 structures with the same formula, charge and spin: 269.9 kJ/mol. Its SMILES is C=C1CC=CN1.

Element x y z (Å)
C -0.5211 -1.9156 0.4871
C -0.1152 -0.6623 0.2020
C 0.1176 -0.0222 -1.1225
C 0.7440 1.3066 -0.8558
C 0.5457 1.5507 0.4479
N -0.0987 0.4657 1.0465
H -1.0994 -2.1019 1.3827
H -1.0645 -0.1387 -0.7939
H -0.6042 -2.6465 -0.3140
H 0.3169 -0.5538 -2.0541
H 1.1876 1.9870 -1.5781
H 0.7180 2.4590 1.0184
H -0.1592 0.3377 2.0376

12.
The following is a DFT calculation (wB97M-V/def2-TZVPD) of C5H7N in the gas phase.

As for the energy above the lowest of the compared OMol25 structures with the same formula, charge and spin: 6.5 kJ/mol. Its SMILES is Cc1cc[nH]c1.

Element x y z (Å)
C 1.9456 0.0629 0.1449
C 0.4517 0.0287 0.0184
C -0.2944 -1.0332 -0.4306
N -1.6198 -0.6888 -0.3659
C -1.7363 0.5838 0.1215
C -0.4728 1.0608 0.3617
H 2.2564 0.4471 1.1225
H 2.3630 -0.9435 0.0399
H 2.4123 0.6963 -0.6179
H 0.0164 -2.0114 -0.7723
H -2.3864 -1.2627 -0.6734
H -2.7080 1.0167 0.3047
H -0.2277 2.0434 0.7463